# 1
Here is one molecule with the formula C24H32N4O4 from the OMol25 dataset. Energies are from the ωB97M-V functional and the def2-TZVPD basis.

ORCA input file:
```
! wB97M-V def2-TZVPD RIJCOSX def2/J DEFGRID3
* xyz 0 1
C 5.78361 -3.66531 -3.85733
C 4.77263 -2.71496 -3.22721
C 3.35176 -3.28132 -3.20273
C 3.18063 -4.38683 -2.15724
O 3.42249 -3.93479 -0.83947
C 2.48224 -3.20760 -0.18513
C 2.85107 -2.76093 1.08697
C 1.97295 -2.03782 1.86241
C 0.70356 -1.72345 1.38280
N -0.21501 -1.01538 2.19612
C -1.45421 -1.69343 2.52371
C -2.54127 -1.59491 1.44528
O -3.30282 -2.51903 1.23698
N -2.57640 -0.42538 0.79240
C -3.55930 -0.10791 -0.22403
C -2.84128 0.26316 -1.51958
C -4.45435 1.02727 0.26887
C 0.00840 0.21899 2.70964
O -0.75860 0.73627 3.50199
C 1.24493 0.95061 2.20279
C 0.97129 2.45084 2.27051
C -0.22557 2.80501 1.40560
O -0.74528 2.02350 0.63660
N -0.63392 4.09223 1.57636
C -1.69068 4.76901 0.97430
C -2.41500 4.27622 -0.10941
C -3.44448 5.05518 -0.60427
C -3.70943 6.28650 -0.02172
C -2.91329 6.68878 1.03786
N -1.92986 5.95441 1.52564
C 0.33043 -2.17404 0.12477
C 1.20734 -2.90672 -0.65540
H 5.87537 -4.58121 -3.27955
H 5.48349 -3.92490 -4.87058
H 6.76326 -3.19541 -3.90047
H 5.07543 -2.48398 -2.20403
H 4.76551 -1.78048 -3.79257
H 3.09641 -3.69024 -4.18211
H 2.65348 -2.47210 -2.97915
H 2.18537 -4.84077 -2.23520
H 3.92450 -5.17127 -2.31488
H 3.83429 -3.01320 1.45125
H 2.26256 -1.72445 2.85384
H -1.85051 -1.22772 3.43255
H -1.26159 -2.75134 2.71649
H -1.92071 0.31270 1.01312
H -4.15752 -1.01416 -0.36810
H -3.55451 0.60157 -2.26632
H -2.30511 -0.59525 -1.91758
H -2.12307 1.05605 -1.32520
H -3.85518 1.90815 0.48759
H -4.97188 0.72705 1.17655
H -5.19412 1.28209 -0.48548
H 2.10150 0.70553 2.83171
H 1.45995 0.64565 1.17858
H 0.75028 2.73078 3.30211
H 1.83870 3.01865 1.92704
H -0.19675 4.64218 2.30523
H -2.16976 3.32186 -0.54084
H -4.03251 4.70403 -1.43938
H -4.50606 6.91668 -0.38307
H -3.06235 7.64270 1.52609
H -0.65627 -1.95565 -0.25078
H 0.87523 -3.24174 -1.62498
*
```

Output
Energy relative to the best compared isomer or geometry (same formula, charge and spin)   120.68 kJ/mol

# 2
Here is one molecule with the formula C24H32N4O5 from the OMol25 dataset. Energies are from the ωB97M-V functional and the def2-TZVPD basis.

ORCA input file:
```
! wB97M-V def2-TZVPD RIJCOSX def2/J DEFGRID3
* xyz 0 1
C -5.47399 -3.27645 1.40151
C -4.11068 -2.62122 1.21572
C -3.50207 -2.97600 -0.13972
C -2.05972 -2.49861 -0.29545
C -1.95113 -0.97171 -0.26998
N -0.59812 -0.54798 -0.53424
C 0.02741 -0.32146 -1.71122
C -0.66307 -0.21702 -3.02432
C -0.96140 1.27428 -3.30773
C -1.69783 1.82900 -2.10325
O -2.89184 1.77028 -1.95683
O -0.81180 2.30237 -1.22784
C -1.05208 2.54749 0.11855
C -2.25480 2.34090 0.76781
C -2.34054 2.52888 2.13881
C -1.22879 2.92298 2.85380
C -0.02256 3.14846 2.20929
C 0.08557 2.96637 0.83827
O 1.22046 3.14680 0.11293
C 2.33902 3.72015 0.75108
N 1.30608 -0.02009 -1.55788
C 1.52178 -0.03750 -0.22753
C 0.35346 -0.36959 0.44598
C 0.26519 -0.35827 1.87184
O -0.69049 -0.59900 2.58159
N 1.49654 0.00790 2.41611
C 2.68301 0.34476 1.78662
O 3.65050 0.70053 2.42545
N 2.68134 0.26728 0.41691
C 3.89621 0.54634 -0.32597
C 4.85915 -0.64256 -0.30156
C 4.28127 -1.92316 -0.90356
C 3.97889 -1.80086 -2.39268
H -6.16132 -2.95438 0.62202
H -5.38881 -4.36015 1.35547
H -5.89819 -3.00687 2.36545
H -4.22161 -1.53957 1.29999
H -3.43674 -2.94751 2.00994
H -4.11490 -2.54710 -0.93636
H -3.51856 -4.06190 -0.25958
H -1.45071 -2.90627 0.51396
H -1.65558 -2.86949 -1.24192
H -2.20950 -0.60075 0.72339
H -2.62706 -0.52976 -1.00488
H -1.59202 -0.78680 -3.02022
H -0.00826 -0.60181 -3.80594
H -0.02230 1.81012 -3.43354
H -1.58251 1.36646 -4.19745
H -3.12178 2.03431 0.20699
H -3.27951 2.35628 2.63971
H -1.28968 3.05847 3.92248
H 0.83641 3.45401 2.78500
H 3.07919 3.86097 -0.03480
H 2.75246 3.06529 1.52389
H 2.09053 4.69026 1.19241
H 1.52698 0.07191 3.42755
H 3.59123 0.79235 -1.34208
H 4.38413 1.40636 0.13913
H 5.14350 -0.82786 0.73621
H 5.75809 -0.35659 -0.85069
H 3.36793 -2.19798 -0.37062
H 5.00438 -2.72721 -0.74751
H 3.68681 -2.76827 -2.79532
H 3.16370 -1.10235 -2.56261
H 4.85871 -1.45748 -2.93257
*
```

Output
Energy relative to the best compared isomer or geometry (same formula, charge and spin)   151.91 kJ/mol

# 3
Here is C24H32N6SSiTi as an isolated structure from the OMol25 dataset. Energies are from the ωB97M-V functional and the def2-TZVPD basis.

ORCA input file:
```
! wB97M-V def2-TZVPD RIJCOSX def2/J DEFGRID3
* xyz 2 1
Ti -0.59793 0.63140 0.69522
N 3.73788 0.76638 1.64742
C 2.47628 0.39066 1.60640
N 1.54660 1.01805 0.92528
C 1.89270 2.18145 0.21948
N 0.97356 2.87260 -0.38114
N -0.27373 2.34181 -0.23411
C -1.29535 3.11127 -0.41573
C -2.58941 2.55728 -0.08557
C -3.75236 3.31034 -0.12956
C -4.94677 2.73761 0.27644
C -4.93261 1.42742 0.73133
C -3.73379 0.73829 0.76574
N -2.57593 1.26852 0.35351
C 3.27081 2.61679 0.19869
C 3.69785 3.74487 -0.50779
C 5.02418 4.11522 -0.46838
C 5.94349 3.36454 0.26694
C 5.54144 2.24501 0.96899
C 4.20378 1.87982 0.94112
H 4.39365 0.25319 2.22018
H 2.19702 -0.50220 2.15318
H -1.17519 4.14516 -0.72127
H -3.71209 4.33926 -0.46201
H -5.86610 3.30630 0.24393
H -5.83811 0.94288 1.06730
H -3.71198 -0.27668 1.13314
H 2.96804 4.30247 -1.07743
H 5.35415 4.99353 -1.00503
H 6.98159 3.66621 0.28953
H 6.25984 1.66472 1.53547
S -0.49532 1.27299 5.09936
C -0.59561 0.75836 3.63833
N -0.67696 0.32279 2.50837
C 1.02740 -2.84380 1.01003
Si -0.22532 -1.85963 -0.02457
C -1.92509 -2.77452 0.14764
C -2.42430 -2.59262 1.59348
C -1.74395 -4.27691 -0.10935
C -2.94159 -2.24998 -0.87963
C 0.37247 -1.53959 -1.84887
C 1.80903 -0.99766 -1.85867
C -0.55521 -0.50804 -2.51615
C 0.34149 -2.82700 -2.67849
H 0.78061 -3.90361 0.94553
H 0.97773 -2.57141 2.06692
H 2.05720 -2.73391 0.66699
H -1.82222 -3.18729 2.28311
H -3.45640 -2.94374 1.68240
H -2.36770 -1.56041 1.94347
H -1.11739 -4.74884 0.64661
H -1.31187 -4.47775 -1.09123
H -2.72236 -4.76408 -0.06836
H -2.94638 -1.16384 -0.97656
H -3.95004 -2.58014 -0.61321
H -2.72917 -2.65661 -1.87023
H 1.86417 0.00623 -1.44203
H 2.16261 -0.94275 -2.89156
H 2.49654 -1.64362 -1.30889
H -0.71576 0.38532 -1.89448
H -1.53041 -0.93806 -2.74391
H -0.11072 -0.16796 -3.45505
H 1.05600 -3.56443 -2.30885
H 0.60560 -2.59512 -3.71496
H -0.64858 -3.28655 -2.68843
*
```

Output
DFT total energy   -76163.77464 eV

# 4
Here is C24H33AsF5IrO6PS as an isolated structure from the OMol25 dataset. Energies are from the ωB97M-V functional and the def2-TZVPD basis.

ORCA input file:
```
! wB97M-V def2-TZVPD RIJCOSX def2/J DEFGRID3
* xyz 1 1
Ir -0.08556 -0.18775 -0.04506
F -1.53548 3.00228 5.53938
C -1.63948 2.11717 4.55859
C -0.56777 1.88327 3.71476
F 0.58048 2.53606 3.86673
C -0.73024 0.95932 2.70749
F 0.35569 0.73404 1.86335
C -1.88431 0.24813 2.46143
S -2.02693 -0.88121 1.12484
C -2.93919 0.50407 3.33126
F -4.09695 -0.13118 3.16327
C -2.82457 1.42001 4.36334
F -3.85304 1.64716 5.16690
C 4.22098 4.03962 -3.38493
O 3.68682 3.10741 -4.32144
C 2.92049 2.11571 -3.86749
C 2.41843 1.24720 -4.87325
C 1.61864 0.21604 -4.51508
C 1.24057 -0.01131 -3.15793
C 0.38485 -1.09107 -2.84707
C 0.07266 -2.15181 -3.86379
O -0.20747 -1.27718 -1.73762
C 1.77491 0.85534 -2.15052
O 1.58154 0.68609 -0.87957
C 2.61708 1.91361 -2.53781
H 4.78498 4.75718 -3.97107
H 4.88449 3.53952 -2.67771
H 3.41809 4.55009 -2.85050
H 2.69228 1.43246 -5.90165
H 1.24426 -0.44313 -5.28592
H -0.52142 -1.72996 -4.67663
H -0.50221 -2.94534 -3.39448
H 0.98700 -2.55683 -4.29519
H 3.00958 2.54546 -1.75598
C 3.74123 -1.57393 0.20856
C 2.67532 -2.60589 -0.14535
As 0.97616 -2.26899 0.73831
C 1.34077 -2.41911 2.63884
C 2.21493 -3.62181 2.98032
C -0.04271 -3.86898 0.27985
C -0.98942 -4.38773 1.35846
H 4.65574 -1.75715 -0.35563
H 3.99694 -1.61774 1.26907
H 3.40126 -0.56360 -0.01432
H 2.99053 -3.61624 0.11961
H 2.45483 -2.60691 -1.21537
H 0.36519 -2.47866 3.12563
H 1.80672 -1.48805 2.96526
H 1.77215 -4.55705 2.63640
H 2.34443 -3.69499 4.06004
H 3.20674 -3.53518 2.53681
H 0.69698 -4.62972 0.02263
H -0.58087 -3.61635 -0.63465
H -0.44549 -4.73905 2.23539
H -1.56078 -5.23112 0.97029
H -1.69544 -3.62531 1.68029
C -3.65139 2.16143 0.28295
O -2.24212 2.46631 0.32299
P -1.18957 1.86003 -0.69988
O -0.20462 3.08336 -0.86851
C 0.68062 3.51208 0.17785
O -1.93248 1.90685 -2.09617
C -2.41658 0.78184 -2.83884
H -4.07252 2.54647 1.20689
H -3.81522 1.08686 0.22438
H -4.10345 2.66746 -0.56768
H 1.25369 4.33876 -0.23145
H 1.35320 2.70551 0.46309
H 0.10661 3.86731 1.03416
H -3.42920 1.01663 -3.15697
H -2.43025 -0.11928 -2.22776
H -1.78046 0.63988 -3.71050
*
```

Output
Energy relative to the best compared isomer or geometry (same formula, charge and spin)   29.96 kJ/mol